Below is 3 unconnected molecules or ions with the total composition C30H21BO6P in a non-equilibrium geometry, with properties calculated with ωB97M-V with the def2-TZVPD basis set.

LUMO (Ha): -0.19731
HOMO energy (eV): -11.12
Strongest force on any atom (eV/Å): 10.4
Kohn-Sham gap (eV): 5.75
Charge: +1

Each atom is followed by the atoms it is bonded to, with distances in Å.
Geometry (Å):
1 C 5.2389 -6.5569 2.9714  C2 1.428, H7 1.194
2 C 4.0703 -5.7809 3.2371  C1 1.428, P3 1.948
3 P 2.3428 -4.9148 3.4862  C2 1.948, B4 1.952, H8 1.469, H9 1.445
4 B 0.9620 -6.2745 3.2556  P3 1.952, O5 1.503, O6 1.478
5 O -0.1920 -6.1062 2.3070  B4 1.503, H10 1.022
6 O 1.1297 -7.5139 4.0428  B4 1.478, H11 1.011
7 H 5.9910 -7.2324 2.3361  C1 1.194
8 H 2.2088 -3.9916 2.3521  P3 1.469
9 H 2.2661 -4.2506 4.7676  P3 1.445
10 H 0.1556 -5.5837 1.5004  O5 1.022
11 H 1.8440 -8.0941 3.6235  O6 1.011
12 C 2.3951 3.1675 2.9556  C13 1.395, C17 1.396, H28 1.088
13 C 1.8531 2.0290 3.5517  C12 1.395, C14 1.396, H29 1.088
14 C 1.6712 0.8668 2.8004  C13 1.396, C15 1.400, H30 1.089
15 C 2.0213 0.8464 1.4448  C14 1.400, C16 1.394, C26 1.476
16 C 2.5401 1.9921 0.8430  C15 1.394, C17 1.401, C18 1.477
17 C 2.7384 3.1522 1.6030  C12 1.396, C16 1.401, H31 1.089
18 C 2.8665 1.9971 -0.5977  C16 1.477, O19 1.225, C20 1.477
19 O 3.3256 3.0021 -1.1264  C18 1.225
20 C 2.6233 0.7773 -1.3933  C18 1.477, C21 1.401, C25 1.394
21 C 2.8738 0.7863 -2.7717  C20 1.401, C22 1.397, H32 1.089
22 C 2.6593 -0.3672 -3.5292  C21 1.397, C23 1.395, H33 1.088
23 C 2.2042 -1.5324 -2.9127  C22 1.395, C24 1.396, H34 1.088
24 C 1.9485 -1.5426 -1.5407  C23 1.396, C25 1.401, H35 1.089
25 C 2.1494 -0.3822 -0.7814  C20 1.394, C24 1.401, C26 1.476
26 C 1.8420 -0.3928 0.6624  C15 1.476, C25 1.476, O27 1.226
27 O 1.4377 -1.4152 1.2042  C26 1.226
28 H 2.5454 4.0704 3.5433  C12 1.088
29 H 1.5737 2.0450 4.6028  C13 1.088
30 H 1.2525 -0.0197 3.2737  C14 1.089
31 H 3.1558 4.0462 1.1431  C17 1.089
32 H 3.2323 1.6910 -3.2602  C21 1.089
33 H 2.8494 -0.3565 -4.6003  C22 1.088
34 H 2.0439 -2.4332 -3.5012  C23 1.088
35 H 1.5888 -2.4546 -1.0672  C24 1.089
36 C -5.8535 -0.7915 -2.1980  C37 1.395, C41 1.396, H52 1.088
37 C -6.5423 -0.0919 -1.2074  C36 1.395, C38 1.396, H53 1.088
38 C -5.9825 1.0571 -0.6465  C37 1.396, C39 1.400, H54 1.089
39 C -4.7237 1.5016 -1.0688  C38 1.400, C40 1.394, C50 1.476
40 C -4.0244 0.7883 -2.0415  C39 1.394, C41 1.401, C42 1.477
41 C -4.5956 -0.3547 -2.6160  C36 1.396, C40 1.401, H55 1.089
42 C -2.6747 1.2198 -2.4590  C40 1.477, O43 1.225, C44 1.477
43 O -2.0612 0.5958 -3.3159  C42 1.225
44 C -2.0720 2.4082 -1.8229  C42 1.477, C45 1.401, C49 1.394
45 C -0.7702 2.7946 -2.1673  C44 1.401, C46 1.397, H56 1.089
46 C -0.1976 3.9251 -1.5803  C45 1.397, C47 1.395, H57 1.088
47 C -0.9247 4.6762 -0.6573  C46 1.395, C48 1.396, H58 1.088
48 C -2.2197 4.2904 -0.3082  C47 1.396, C49 1.401, H59 1.089
49 C -2.7906 3.1482 -0.8851  C44 1.394, C48 1.401, C50 1.476
50 C -4.1473 2.7280 -0.4826  C39 1.476, C49 1.476, O51 1.226
51 O -4.7853 3.3850 0.3320  C50 1.226
52 H -6.2937 -1.6817 -2.6417  C36 1.088
53 H -7.5171 -0.4396 -0.8726  C37 1.088
54 H -6.5284 1.6011 0.1227  C38 1.089
55 H -4.0614 -0.9089 -3.3857  C41 1.089
56 H -0.1969 2.2154 -2.8895  C45 1.089
57 H 0.8153 4.2203 -1.8454  C46 1.088
58 H -0.4817 5.5610 -0.2053  C47 1.088
59 H -2.7795 4.8790 0.4168  C48 1.089